(1)
The following is a quantum chemistry calculation of C3H9N2OS as an isolated structure at a distorted geometry, from the OMol25 dataset.

Structure (XYZ):
```
16
Properties=species:S:1:pos:R:3:lowdin_charge:R:1
C -0.945 -0.258 0.588 -0.06
C -0.304 0.117 -0.753 -0.29
C 1.035 0.176 0.033 -0.18
N -0.402 -1.089 -1.725 0.05
N 0.324 0.097 1.321 0.06
O 1.269 2.740 1.372 -0.50
S 2.174 2.233 0.032 0.85
H -1.814 0.211 0.971 0.12
H -1.210 -1.366 0.592 0.16
H -0.649 0.974 -1.246 0.12
H 2.095 -0.248 -0.022 0.13
H -0.070 -0.701 -2.576 0.06
H -1.444 -1.237 -1.833 0.11
H 0.270 1.107 1.720 0.17
H 0.660 -0.504 2.104 0.21
H 0.794 3.489 1.216 -0.01
```

Results
Total charge = +1
Orbital gap = 8.7387 eV
Energy relative to the best compared isomer or geometry (same formula, charge and spin) = 422.7 kJ/mol

(2)
The following is a quantum chemistry calculation of C34H39ClO15SSi as an isolated structure at a distorted geometry, from the OMol25 dataset.

Structure (XYZ):
```
91
Properties=species:S:1:pos:R:3:lowdin_charge:R:1
C -3.394 -8.198 -1.710 -0.15
Si -3.327 -6.679 -2.831 0.62
C -4.188 -7.146 -4.465 -0.17
C -4.239 -5.158 -2.159 -0.25
C -4.823 -5.322 -0.747 -0.26
C -3.724 -5.265 0.328 -0.21
C -3.393 -3.822 0.760 -0.20
C -1.956 -3.406 0.380 -0.19
C -0.874 -4.314 1.008 -0.18
C 0.016 -5.045 -0.035 -0.15
C 0.103 -6.529 0.271 -0.25
O 0.692 -6.723 1.583 -0.34
S 1.137 -8.243 1.901 0.86
O 0.334 -9.102 1.085 -0.38
O 2.689 -8.245 1.181 -0.83
Cl 3.806 -8.137 2.442 0.61
C -1.547 -6.249 -3.316 -0.27
C -0.459 -7.005 -2.960 -0.12
C 0.795 -6.630 -3.375 -0.10
C 0.995 -5.525 -4.149 -0.09
C -0.095 -4.773 -4.487 -0.10
C -1.355 -5.109 -4.076 -0.11
H -3.643 -7.987 -0.670 0.02
H -2.420 -8.696 -1.696 0.02
H -4.080 -8.923 -2.149 0.03
H -3.464 -7.599 -5.144 0.03
H -4.575 -6.236 -4.931 0.02
H -5.033 -7.814 -4.291 0.03
H -3.570 -4.292 -2.216 0.07
H -5.063 -4.913 -2.839 0.07
H -5.473 -4.464 -0.557 0.10
H -5.456 -6.207 -0.667 0.10
H -4.145 -5.757 1.211 0.11
H -2.826 -5.821 0.053 0.08
H -3.491 -3.689 1.839 0.11
H -4.050 -3.087 0.288 0.10
H -1.805 -2.400 0.781 0.09
H -1.855 -3.359 -0.706 0.10
H -1.306 -5.045 1.695 0.11
H -0.221 -3.683 1.613 0.11
H 1.011 -4.603 -0.072 0.12
H -0.458 -4.987 -1.017 0.09
H 0.771 -6.969 -0.472 0.10
H -0.881 -6.989 0.197 0.11
H -0.554 -7.891 -2.346 0.09
H 1.659 -7.221 -3.084 0.11
H 1.976 -5.227 -4.491 0.11
H 0.010 -3.888 -5.104 0.11
H -2.213 -4.500 -4.333 0.11
C -2.432 0.735 2.394 0.08
C -2.948 0.680 1.159 -0.24
C -2.570 1.674 0.099 -0.31
O -3.063 1.552 -1.006 0.11
C -1.637 2.734 0.451 0.08
C -1.123 2.791 1.686 -0.23
C -1.481 1.781 2.739 -0.31
O -0.964 1.882 3.835 0.11
O -0.268 3.738 2.063 0.10
O -3.821 -0.252 0.787 0.10
H -2.696 0.023 3.164 0.14
H -1.385 3.453 -0.315 0.14
H -0.047 3.551 2.999 0.10
H -4.027 -0.064 -0.149 0.12
C 2.414 8.182 4.716 0.08
C 2.722 8.305 3.417 -0.23
C 2.599 7.150 2.465 -0.31
O 2.878 7.348 1.300 0.12
C 2.160 5.868 2.992 0.07
C 1.855 5.745 4.288 -0.23
C 1.950 6.905 5.237 -0.31
O 1.639 6.723 6.399 0.11
O 1.447 4.590 4.816 0.11
O 3.150 9.445 2.882 0.11
H 2.495 9.006 5.411 0.14
H 2.091 5.038 2.302 0.13
H 1.289 4.766 5.764 0.12
H 3.297 9.267 1.929 0.09
C 6.688 11.702 -1.899 0.08
C 6.695 12.852 -1.213 -0.24
C 5.756 13.095 -0.066 -0.31
O 5.830 14.155 0.525 0.11
C 4.802 12.049 0.276 0.08
C 4.794 10.902 -0.412 -0.23
C 5.750 10.649 -1.542 -0.31
O 5.696 9.575 -2.111 0.12
O 3.943 9.910 -0.146 0.10
O 7.528 13.850 -1.495 0.12
H 7.360 11.516 -2.724 0.14
H 4.120 12.241 1.093 0.14
H 4.149 9.198 -0.783 0.12
H 7.328 14.557 -0.851 0.12
```

Results
Total charge = 0
Orbital gap = 7.7596 eV

(3)
The following is a quantum chemistry calculation of C10H4EuN2O4 as an isolated structure at a distorted geometry, from the OMol25 dataset.

Structure (XYZ):
```
21
Properties=species:S:1:pos:R:3:lowdin_charge:R:1
Eu -0.390 -1.045 -1.855 1.42
O -1.000 3.507 -2.410 0.09
C -0.829 2.377 -2.391 0.00
C 2.161 -1.501 -2.337 -0.02
O 3.298 -1.705 -2.391 0.15
C -2.634 -2.486 -2.316 -0.02
O -3.593 -3.117 -2.420 0.14
C -0.372 -0.544 -4.546 -0.03
O -0.296 -0.323 -5.678 0.14
N 0.655 1.003 5.598 0.23
C 0.537 0.818 4.446 -0.12
C 0.394 0.556 3.026 -0.17
C 1.503 0.577 2.173 0.04
C 1.331 0.315 0.811 -0.10
N 0.110 0.020 0.301 -0.17
C -0.977 0.030 1.111 -0.13
C -0.861 0.294 2.476 0.03
H 2.493 0.787 2.571 0.14
H 2.165 0.338 0.105 0.11
H -1.941 -0.180 0.625 0.11
H -1.754 0.280 3.102 0.14
```

Results
Total charge = +2
Spin multiplicity = 8
Orbital gap (alpha / beta) = 8.3625 / 8.5326 eV
Energy relative to the best compared isomer or geometry (same formula, charge and spin) = 0.0 kJ/mol
Expectation value of S² = 15.759

(4)
The following is a quantum chemistry calculation of F3HN2O2S as an isolated structure at a distorted geometry, from the OMol25 dataset.

Structure (XYZ):
```
9
Properties=species:S:1:pos:R:3:lowdin_charge:R:1
N 1.657 0.326 0.061 -0.06
N -1.578 0.443 -0.309 -0.02
O 0.412 -1.467 -1.410 -0.27
O -0.045 -1.324 1.089 -0.29
F 1.700 0.889 -1.221 -0.10
F -1.222 1.264 0.765 -0.11
F -2.579 -0.267 0.281 -0.03
S 0.263 -0.760 -0.169 0.76
H 1.393 0.895 0.912 0.13
```

Results
Total charge = 0
Orbital gap (alpha / beta) = 9.0407 / 9.0373 eV
Energy relative to the best compared isomer or geometry (same formula, charge and spin) = 157.8 kJ/mol

(5)
The following is a quantum chemistry calculation of an isolated ion of composition C12H14NO2 and charge +1 at a distorted geometry, from the OMol25 dataset.

Structure (XYZ):
```
29
Properties=species:S:1:pos:R:3:lowdin_charge:R:1
C -1.182 -2.269 -2.176 -0.05
C -1.971 -1.085 -2.236 -0.02
C -0.520 -2.545 -1.018 -0.01
C -2.060 -0.261 -1.082 0.01
C -0.455 -1.664 0.077 -0.11
C -1.273 -0.515 0.014 -0.17
C 0.482 -1.725 1.209 0.01
C 1.270 -0.709 1.362 -0.12
C -2.094 1.420 1.402 0.13
C -0.824 1.036 1.909 -0.18
C 2.443 1.372 -1.004 -0.07
C 0.520 1.500 1.398 -0.06
N 1.159 0.449 0.612 -0.15
O -1.575 0.031 1.279 0.05
O 2.538 0.810 0.295 -0.12
H -1.144 -2.992 -3.042 0.14
H -2.483 -0.782 -3.122 0.10
H -0.010 -3.485 -1.036 0.12
H -2.579 0.708 -1.246 0.13
H 0.705 -2.610 1.930 0.17
H 2.197 -0.699 1.951 0.15
H -2.999 1.454 2.079 0.19
H -2.078 1.810 0.414 0.13
H -0.758 0.953 2.945 0.16
H 3.371 1.837 -1.341 0.10
H 1.693 2.250 -0.988 0.10
H 2.062 0.577 -1.611 0.08
H 1.137 1.765 2.318 0.16
H 0.550 2.399 0.685 0.15
```

Results
Total charge = +1
Orbital gap = 9.7158 eV
Energy relative to the best compared isomer or geometry (same formula, charge and spin) = 437.9 kJ/mol